{
  "formula": "C4H8F2N",
  "method": "ωB97M-V/def2-TZVPD",
  "smiles": "C[NH+](C)C=C(F)F",
  "charge": 1,
  "orbital_gap_ev": 11.8,
  "lumo_ev": -3.3,
  "e_homo_ev": -15.08,
  "relative_energy_kj_mol": 151.4,
  "species": ["C", "C", "C", "C", "N", "F", "F", "H", "H", "H", "H", "H", "H", "H", "H"],
  "positions_angstrom": [[0.954, -0.583, 0.106], [2.166, -0.107, 0.031], [-1.019, 0.154, -1.256], [-1.022, 0.060, 1.255], [-0.212, 0.332, 0.004], [3.227, -0.806, -0.020], [2.383, 1.191, -0.048], [0.913, -1.630, 0.417], [-1.154, -0.929, -1.443], [-2.099, 0.622, -1.083], [-0.413, 0.469, -2.186], [-1.453, -0.845, 0.957], [-0.371, 0.030, 2.158], [-1.949, 0.687, 1.105], [0.049, 1.355, 0.004]]
}

---

{
  "formula": "C18H36BaBrN4OSSi",
  "method": "ωB97M-V/def2-TZVPD",
  "charge": 1,
  "orbital_gap_ev": 5.8,
  "lumo_ev": -3.2,
  "e_homo_ev": -9.03,
  "relative_energy_kj_mol": 183.0,
  "species": ["Ba", "O", "C", "C", "C", "N", "C", "Br", "C", "H", "H", "H", "H", "N", "N", "C", "N", "S", "H", "H", "H", "H", "H", "C", "C", "C", "C", "Si", "C", "C", "C", "C", "C", "C", "C", "C", "H", "H", "H", "H", "H", "H", "H", "H", "H", "H", "H", "H", "H", "H", "H", "H", "H", "H", "H", "H", "H", "H", "H", "H", "H", "H", "H"],
  "positions_angstrom": [[-0.371, 0.384, 0.325], [-3.766, -6.735, -0.027], [-3.182, -5.537, -0.019], [-3.889, -4.334, 0.046], [-3.186, -3.149, 0.056], [-1.863, -3.078, 0.000], [-1.206, -4.222, -0.066], [0.682, -4.045, -0.150], [-1.786, -5.473, -0.076], [-4.729, -6.666, 0.017], [-4.967, -4.327, 0.091], [-3.696, -2.198, 0.114], [-1.208, -6.380, -0.124], [3.478, 0.211, -0.444], [3.756, 1.123, -1.500], [3.342, 2.406, -1.422], [3.317, 3.125, -2.572], [2.896, 3.105, 0.018], [3.522, 0.771, 0.415], [4.235, -0.471, -0.407], [3.831, 0.673, -2.402], [3.780, 2.786, -3.402], [3.277, 4.125, -2.458], [-1.146, 4.337, 1.246], [-2.187, 4.118, 0.145], [-3.293, 5.159, 0.348], [-1.488, 4.424, -1.182], [-2.872, 2.248, 0.124], [-3.998, 1.835, 1.713], [-4.145, 0.328, 1.942], [-5.400, 2.433, 1.580], [-3.365, 2.405, 2.981], [-3.823, 1.815, -1.580], [-4.854, 2.882, -1.961], [-4.545, 0.473, -1.459], [-2.850, 1.674, -2.754], [-0.748, 5.350, 1.170], [-0.298, 3.656, 1.148], [-1.573, 4.230, 2.238], [-2.866, 6.160, 0.280], [-3.754, 5.069, 1.328], [-4.066, 5.077, -0.409], [-1.023, 5.409, -1.133], [-2.193, 4.442, -2.007], [-0.702, 3.693, -1.395], [-4.608, -0.165, 1.093], [-4.777, 0.151, 2.813], [-3.175, -0.143, 2.139], [-5.963, 1.955, 0.784], [-5.363, 3.499, 1.378], [-5.958, 2.292, 2.505], [-2.327, 2.077, 3.097], [-3.919, 2.067, 3.858], [-3.395, 3.489, 2.980], [-5.560, 3.071, -1.158], [-5.422, 2.553, -2.832], [-4.367, 3.817, -2.223], [-5.372, 0.526, -0.758], [-3.853, -0.312, -1.148], [-4.963, 0.180, -2.424], [-2.327, 2.601, -2.959], [-3.406, 1.406, -3.652], [-2.112, 0.885, -2.571]]
}

---

{
  "formula": "C6H12AsClF12N2O5S2Ti",
  "method": "ωB97M-V/def2-TZVPD",
  "charge": -1,
  "spin_multiplicity": 4,
  "orbital_gap_ev": [5.7, 5.7],
  "lumo_ev": [-0.2, -0.2],
  "e_homo_ev": [-5.81, -5.81],
  "relative_energy_kj_mol": 634.9,
  "s2": 3.751,
  "species": ["Ti", "Cl", "C", "F", "F", "F", "S", "O", "O", "N", "S", "O", "O", "C", "F", "F", "F", "C", "C", "C", "O", "C", "N", "H", "H", "H", "H", "H", "H", "H", "H", "H", "H", "H", "H", "As", "F", "F", "F", "F", "F", "F"],
  "positions_angstrom": [[-14.747, 8.339, -2.024], [-15.466, 11.394, 1.033], [-13.961, 9.435, -7.654], [-14.394, 8.278, -7.014], [-12.884, 9.099, -8.392], [-14.970, 9.845, -8.523], [-13.783, 10.902, -6.328], [-13.110, 11.965, -7.034], [-15.166, 11.216, -5.907], [-12.891, 10.127, -5.043], [-11.447, 10.412, -5.374], [-11.069, 10.199, -6.770], [-10.860, 11.640, -4.823], [-10.510, 8.982, -4.350], [-9.183, 9.344, -4.159], [-11.042, 8.899, -3.085], [-10.558, 7.783, -5.003], [-21.581, 11.472, -4.401], [-20.846, 11.029, -3.075], [-20.303, 9.664, -3.293], [-19.403, 9.239, -2.262], [-20.035, 8.855, -1.104], [-19.706, 11.947, -2.654], [-19.125, 11.741, -1.855], [-19.055, 11.978, -3.426], [-20.089, 12.867, -2.492], [-21.031, 11.402, -5.340], [-21.974, 12.482, -4.286], [-22.494, 10.884, -4.488], [-21.481, 10.920, -2.196], [-19.674, 9.512, -4.171], [-21.044, 8.870, -3.374], [-20.826, 8.131, -1.301], [-20.542, 9.644, -0.548], [-19.313, 8.385, -0.436], [-14.447, 2.850, -3.469], [-15.191, 2.097, -4.902], [-13.611, 3.857, -4.660], [-13.686, 3.684, -2.109], [-15.434, 1.906, -2.374], [-13.173, 1.540, -3.357], [-15.798, 4.079, -3.354]]
}

---

- Number 3 is which compound?
  C6H12AsClF12N2O5S2Ti

---

- What is the formula in the third record?
  C6H12AsClF12N2O5S2Ti

---

Please write out number 1 again, unchanged.
{
  "formula": "C4H8F2N",
  "method": "ωB97M-V/def2-TZVPD",
  "smiles": "C[NH+](C)C=C(F)F",
  "charge": 1,
  "orbital_gap_ev": 11.8,
  "lumo_ev": -3.3,
  "e_homo_ev": -15.08,
  "relative_energy_kj_mol": 151.4,
  "species": ["C", "C", "C", "C", "N", "F", "F", "H", "H", "H", "H", "H", "H", "H", "H"],
  "positions_angstrom": [[0.954, -0.583, 0.106], [2.166, -0.107, 0.031], [-1.019, 0.154, -1.256], [-1.022, 0.060, 1.255], [-0.212, 0.332, 0.004], [3.227, -0.806, -0.020], [2.383, 1.191, -0.048], [0.913, -1.630, 0.417], [-1.154, -0.929, -1.443], [-2.099, 0.622, -1.083], [-0.413, 0.469, -2.186], [-1.453, -0.845, 0.957], [-0.371, 0.030, 2.158], [-1.949, 0.687, 1.105], [0.049, 1.355, 0.004]]
}

---

- Look up the charge of the first one.
  +1